{"formula": "O2", "method": "wB97M-V/def2-TZVPD", "elements": ["O", "O"], "positions_angstrom": [[0.000, 0.000, 0.684], [0.000, 0.000, -0.684]], "homo_energy_ev": -11.194, "orbital_gap_ha": 0.286, "relative_energy_kj_mol": 82.83, "total_energy_ev": -4088.921, "smiles": "O=O", "charge": 0}